No. 1
Here is C19H17F10N3OPd as an isolated structure from the Open Molecules 2025 dataset. Energies are from ωB97M-V with the def2-TZVPD basis set.

Calculated values
- DFT total energy (hartree) = -2100.11128
- 2S+1 = 1
- energy above the lowest of the compared OMol25 structures with the same formula, charge and spin (kJ/mol) = 122.17

XYZ file:
```
51
Properties=species:S:1:pos:R:3:forces:R:3
Pd -0.512 0.252 -0.909 -0.5 -0.4 -0.5
C -1.374 3.253 -1.499 0.1 0.1 0.1
N -0.520 2.530 -0.561 0.0 0.3 -0.1
C -1.052 2.589 0.806 0.0 -0.1 -0.1
C -0.420 1.554 1.729 0.0 0.1 0.0
N -0.651 0.210 1.219 0.1 -0.1 0.1
C -0.056 -0.840 1.870 0.0 0.1 -0.1
C 0.779 -0.806 3.003 0.1 0.0 0.0
F 1.110 0.360 3.594 0.0 0.0 0.0
C 1.307 -1.946 3.586 0.0 0.0 0.0
F 2.092 -1.828 4.659 0.0 0.0 0.0
C 1.041 -3.200 3.072 0.0 0.0 0.0
F 1.559 -4.298 3.630 0.0 0.0 0.0
C 0.217 -3.287 1.964 0.0 0.0 0.0
F -0.077 -4.481 1.445 0.0 0.0 0.0
C -0.310 -2.145 1.405 0.0 -0.1 0.0
F -1.130 -2.309 0.341 0.0 0.0 0.0
C 0.898 2.917 -0.680 -0.1 0.0 0.1
C 1.862 1.736 -0.547 0.0 0.1 0.1
N 1.367 0.599 -1.307 0.2 0.1 0.2
C 2.162 -0.530 -1.406 -0.1 0.0 0.1
C 1.682 -1.603 -2.175 0.0 -0.1 -0.1
F 0.472 -1.500 -2.761 0.0 0.0 0.0
C 2.383 -2.769 -2.389 0.0 0.0 0.0
F 1.854 -3.736 -3.139 0.0 0.0 0.0
C 3.639 -2.933 -1.831 0.0 0.0 0.0
F 4.329 -4.056 -2.026 0.0 0.0 0.0
C 4.154 -1.907 -1.064 0.0 0.0 0.0
F 5.357 -2.040 -0.505 0.0 0.0 0.0
C 3.430 -0.745 -0.850 0.0 0.0 0.1
F 4.019 0.177 -0.068 0.0 0.0 0.0
H -1.406 4.331 -1.285 0.0 0.0 0.0
H -1.006 3.109 -2.513 0.0 0.0 0.0
H -2.389 2.860 -1.434 0.0 0.0 0.0
H -0.910 3.594 1.228 0.0 0.0 0.0
H -2.125 2.396 0.741 0.0 0.0 0.0
H 0.640 1.797 1.858 -0.1 0.0 0.0
H -0.875 1.679 2.717 0.0 0.0 0.0
H 1.030 3.389 -1.653 0.0 -0.1 0.0
H 1.146 3.666 0.082 0.0 0.0 0.0
H 2.839 2.059 -0.913 0.0 0.0 -0.1
H 1.999 1.487 0.510 0.0 0.0 -0.1
C -5.030 0.395 -0.483 0.0 0.0 0.0
C -3.999 -0.059 -1.491 0.1 0.0 -0.1
O -2.723 -0.261 -0.879 0.2 -0.1 0.2
H -5.985 0.590 -0.974 0.0 0.0 0.0
H -4.703 1.307 0.017 0.0 0.0 0.0
H -5.198 -0.370 0.277 0.0 0.0 0.0
H -3.837 0.697 -2.259 0.0 0.0 0.0
H -4.307 -0.978 -1.995 0.0 0.0 0.0
H -2.776 -0.904 -0.162 0.0 0.0 0.0
```
Forces are in eV/Å.



No. 2
Here is C37H30N6O2PRuS2 as an isolated structure at a distorted geometry from the Open Molecules 2025 dataset. Energies are from ωB97M-V with the def2-TZVPD basis set.

Calculated values
- DFT total energy (hartree) = -3139.40048
- 2S+1 = 2
- energy above the lowest of the compared OMol25 structures with the same formula, charge and spin (kJ/mol) = 321.00

XYZ file:
```
79
Properties=species:S:1:pos:R:3:forces:R:3
Ru -0.344 -0.440 0.958 1.5 1.3 -2.3
C -0.229 0.067 -2.890 -0.2 0.0 0.4
C 0.844 -0.206 -1.892 0.4 -0.8 -0.1
N 0.991 0.554 -0.840 -2.0 -0.2 1.1
N 2.214 0.612 -0.312 1.6 0.1 0.2
C 2.507 0.768 0.919 -0.3 0.0 -0.7
S 1.437 0.692 2.287 -1.4 -1.0 -1.2
S 4.179 1.117 1.317 0.4 0.0 -0.1
C 5.032 0.494 -0.188 -0.2 0.3 0.4
C 5.552 -0.893 0.027 0.1 -0.1 0.0
C 6.866 -1.201 -0.304 -0.1 0.0 0.0
C 7.359 -2.477 -0.101 0.1 -0.1 0.0
C 6.550 -3.454 0.452 0.1 -0.1 0.0
C 5.245 -3.151 0.797 0.0 0.0 0.0
C 4.746 -1.882 0.576 0.1 0.1 0.0
C 1.710 -1.369 -2.066 -0.1 0.3 0.6
C 2.459 -1.632 -3.199 0.4 -0.4 -0.3
C 3.255 -2.762 -3.273 0.0 0.3 -0.3
C 3.259 -3.673 -2.221 -0.2 0.0 0.1
C 2.490 -3.464 -1.103 -0.2 0.2 0.0
C 1.701 -2.293 -0.961 0.6 0.2 -1.0
O 0.968 -2.119 0.067 -1.3 0.5 1.7
H -0.999 0.708 -2.468 0.1 0.1 -0.2
H -0.688 -0.852 -3.248 0.0 0.0 0.0
H 0.224 0.571 -3.744 0.1 0.1 -0.1
H 5.843 1.192 -0.392 0.0 0.0 0.0
H 4.282 0.546 -0.980 0.2 0.0 0.0
H 7.507 -0.434 -0.716 0.1 0.1 -0.1
H 8.383 -2.704 -0.357 0.1 0.0 0.0
H 6.939 -4.446 0.622 0.1 -0.1 0.0
H 4.617 -3.896 1.259 -0.1 -0.1 0.0
H 3.728 -1.656 0.855 -0.1 0.0 0.1
H 2.452 -0.921 -4.012 0.0 0.1 -0.1
H 3.877 -2.930 -4.138 0.0 0.0 -0.1
H 3.857 -4.570 -2.290 0.1 -0.1 0.0
H 2.467 -4.181 -0.295 0.0 0.0 0.1
N -1.605 0.540 3.133 0.4 -0.1 0.0
C -2.951 0.827 2.814 -0.4 0.2 -0.2
C -3.960 0.691 3.764 0.1 0.0 0.0
C -5.265 1.031 3.454 0.1 -0.1 0.0
C -5.580 1.506 2.191 -0.1 0.1 -0.1
C -4.597 1.581 1.223 0.0 0.0 0.1
C -3.284 1.231 1.515 0.2 -0.2 0.1
P -2.022 1.232 0.189 -0.4 -0.2 1.3
C -1.705 3.014 0.006 0.5 -0.1 0.0
C -1.913 3.865 1.089 0.0 -0.2 0.0
C -1.663 5.220 0.975 0.0 0.2 0.0
C -1.209 5.746 -0.223 0.0 0.0 0.0
C -0.962 4.899 -1.292 0.0 0.1 -0.1
C -1.190 3.540 -1.178 0.0 -0.2 0.1
C -3.082 0.780 -1.224 0.5 -0.3 -0.1
C -3.730 1.693 -2.053 0.2 0.1 0.2
C -4.598 1.234 -3.029 -0.1 0.0 -0.1
C -4.823 -0.123 -3.185 0.0 0.0 0.0
C -4.154 -1.033 -2.382 -0.1 -0.1 0.0
C -3.279 -0.587 -1.411 0.1 0.0 0.1
H -1.002 1.364 3.147 -0.2 -0.2 0.0
H -1.529 0.057 4.027 0.1 0.2 -0.2
H -3.713 0.315 4.747 0.0 0.0 0.1
H -6.038 0.923 4.199 0.0 0.0 0.1
H -6.590 1.802 1.952 -0.1 0.0 0.0
H -4.852 1.885 0.218 -0.1 0.1 0.0
H -2.283 3.468 2.024 -0.1 0.0 0.0
H -1.820 5.869 1.825 -0.1 0.0 0.0
H -1.039 6.809 -0.323 0.0 0.0 0.0
H -0.580 5.301 -2.220 0.0 0.0 -0.1
H -0.972 2.885 -2.010 0.0 0.0 -0.1
H -3.571 2.756 -1.925 0.0 0.0 0.0
H -5.107 1.940 -3.669 0.0 0.1 0.0
H -5.520 -0.474 -3.932 0.0 0.0 -0.1
H -4.320 -2.092 -2.511 0.0 -0.1 0.0
H -2.744 -1.290 -0.781 -0.1 0.0 -0.1
O -2.188 -1.809 1.335 0.5 -0.7 -0.2
N -1.097 -2.181 1.884 -0.1 0.9 1.7
C -1.013 -2.602 3.131 -0.5 0.0 -1.2
C -2.148 -2.726 3.956 -0.9 -0.3 0.1
N -3.110 -2.794 4.580 0.0 0.1 0.1
C 0.254 -2.897 3.668 0.8 0.0 0.1
N 1.272 -3.114 4.154 0.1 -0.1 0.0
```
Forces are in eV/Å.



No. 3
Here is C4H14O5Rb as an isolated structure at a distorted geometry from the Open Molecules 2025 dataset. Energies are from ωB97M-V with the def2-TZVPD basis set.

Calculated values
- DFT total energy (hartree) = -560.61820
- 2S+1 = 1
- charge = +1
- energy above the lowest of the compared OMol25 structures with the same formula, charge and spin (kJ/mol) = 730.47

XYZ file:
```
24
Properties=species:S:1:pos:R:3:forces:R:3
Rb 1.379 0.091 -1.731 3.1 2.9 -7.0
O 1.311 -2.071 -1.554 3.3 -6.5 -1.8
H 1.319 -2.744 -0.874 0.6 -0.7 0.5
H 1.693 -2.500 -2.320 0.4 -0.6 -0.5
C -1.474 -0.945 -0.164 -1.6 0.3 -2.3
C -1.870 0.583 -0.246 0.0 -1.4 0.6
O -2.269 0.978 -1.521 0.3 -0.1 -0.6
O -0.096 -1.087 -0.547 -4.7 -1.0 0.3
H -1.867 -1.483 -1.026 -1.7 0.0 0.7
H -1.565 -1.400 0.822 -1.1 -0.2 -0.3
H -0.971 1.146 0.008 -0.4 0.1 0.0
H -2.676 0.789 0.459 0.2 0.0 0.4
H -3.126 0.574 -1.675 -0.2 0.1 -0.3
H -0.034 -1.913 -1.032 -1.0 0.5 0.1
C 1.818 1.286 0.928 -0.5 0.4 3.3
C 0.688 0.781 1.849 0.2 -1.3 0.0
O 0.198 -0.539 1.540 2.0 1.4 3.5
O 1.293 1.632 -0.265 -1.1 4.3 -0.1
H 2.637 0.574 0.823 -0.2 -0.3 -0.2
H 2.251 2.179 1.380 0.3 -0.1 0.4
H -0.224 1.376 1.801 0.5 1.0 0.2
H 1.127 0.816 2.846 -0.5 -0.4 0.3
H -0.313 -0.562 0.728 2.1 1.1 2.3
H 0.770 2.435 -0.230 0.1 0.3 0.4
```
Forces are in eV/Å.



No. 4
Here is C59H50Cl5GeHfN6O3P as an isolated structure at a distorted geometry from the Open Molecules 2025 dataset. Energies are from ωB97M-V with the def2-TZVPD basis set.

Calculated values
- DFT total energy (hartree) = -7599.77694
- 2S+1 = 1
- energy above the lowest of the compared OMol25 structures with the same formula, charge and spin (kJ/mol) = 97.32

XYZ file:
```
126
Properties=species:S:1:pos:R:3:forces:R:3
Hf 0.622 -0.978 0.607 -1.4 0.7 -0.4
Cl -1.148 1.031 2.744 0.2 -0.8 0.5
C -1.470 -0.661 3.105 0.1 0.1 0.0
C -0.814 -1.633 2.357 -0.1 -0.2 0.3
C -1.137 -2.933 2.710 0.1 -0.1 -0.2
Cl -0.461 -4.231 1.748 -0.1 0.2 -0.1
C -2.019 -3.279 3.725 0.0 -0.2 0.0
Cl -2.349 -4.935 4.070 -0.1 0.1 0.1
C -2.644 -2.269 4.445 -0.1 0.0 0.1
Cl -3.755 -2.659 5.701 0.0 0.0 0.0
C -2.371 -0.942 4.127 0.0 0.2 0.0
Cl -3.144 0.334 4.987 -0.1 0.0 0.1
C 4.101 -5.366 4.927 0.0 0.0 0.0
C 4.918 -4.371 4.419 0.0 0.1 -0.1
C 4.523 -3.640 3.301 0.0 0.0 0.1
C 3.305 -3.894 2.672 0.0 0.2 0.1
C 2.495 -4.906 3.192 0.2 0.0 0.0
C 2.888 -5.635 4.304 0.0 0.1 0.0
P 2.785 -2.876 1.223 -0.3 -0.3 -0.6
C 4.365 -2.073 0.764 0.0 0.1 0.2
C 5.203 -2.530 -0.243 0.1 0.0 -0.1
C 6.372 -1.843 -0.546 0.0 0.1 0.0
C 6.718 -0.694 0.158 0.0 -0.1 0.0
C 5.887 -0.233 1.171 -0.1 -0.1 0.0
C 4.716 -0.919 1.467 0.1 0.1 0.0
C 2.484 -4.088 -0.115 -0.2 0.2 0.0
C 3.203 -5.252 -0.204 0.1 -0.2 0.0
C 3.019 -6.148 -1.280 0.0 0.1 0.1
C 2.119 -5.837 -2.256 -0.1 0.0 0.0
C 1.351 -4.647 -2.193 -0.1 -0.1 -0.2
C 0.439 -4.338 -3.242 0.1 -0.1 0.1
C -0.281 -3.190 -3.201 0.0 0.2 0.1
C -0.172 -2.323 -2.079 0.2 -0.4 -0.1
C 0.652 -2.574 -0.999 0.5 -0.4 -0.3
C 1.494 -3.757 -1.100 -0.2 0.2 0.2
H 4.404 -5.930 5.800 0.0 0.0 0.0
H 5.870 -4.153 4.887 0.0 0.0 0.0
H 5.183 -2.871 2.926 0.0 0.0 0.0
H 1.561 -5.149 2.725 -0.1 0.0 -0.1
H 2.237 -6.413 4.688 0.0 0.0 0.0
H 4.937 -3.406 -0.821 0.0 0.0 0.0
H 7.012 -2.205 -1.342 0.0 0.0 0.0
H 7.631 -0.161 -0.085 0.0 0.0 0.0
H 6.141 0.663 1.725 0.0 0.0 0.0
H 4.068 -0.536 2.245 0.0 0.0 -0.1
H 3.938 -5.489 0.557 0.0 0.0 0.0
H 3.597 -7.063 -1.328 0.0 0.0 0.0
H 1.972 -6.502 -3.102 0.0 0.0 0.0
H 0.344 -5.032 -4.072 0.0 0.0 0.0
H -0.952 -2.933 -4.012 0.0 0.0 0.0
H -0.783 -1.433 -2.109 0.0 0.0 0.0
O 2.681 1.337 -0.273 -0.2 0.0 0.0
C 1.593 1.878 0.130 -0.2 -0.3 0.2
O 0.487 1.256 0.129 1.0 -0.1 1.1
C 1.684 3.287 0.607 -0.4 0.2 0.0
C 0.309 3.943 0.760 0.4 -0.4 0.2
Ge -0.899 4.078 -0.758 0.0 0.3 -0.1
C -0.937 2.809 -2.240 0.3 0.2 -0.5
C -1.911 3.138 -3.193 0.9 0.2 -0.5
C -2.100 2.354 -4.324 0.9 0.4 -0.5
C -1.306 1.229 -4.536 0.5 0.6 -0.4
C -0.328 0.896 -3.611 0.2 0.2 -0.1
C -0.149 1.678 -2.470 0.3 0.1 -0.7
C -0.495 5.780 -1.622 0.1 0.2 -0.2
C 0.499 5.793 -2.608 -0.1 0.2 0.0
C 0.905 6.986 -3.199 -0.1 0.0 0.1
C 0.314 8.187 -2.821 0.0 -0.1 0.0
C -0.674 8.193 -1.845 0.0 -0.1 0.0
C -1.068 6.999 -1.245 0.1 0.0 0.0
C -2.655 4.068 0.054 -0.5 0.0 0.2
C -2.874 3.177 1.111 -0.1 0.2 -0.1
C -4.101 3.127 1.765 0.0 0.0 -0.1
C -5.134 3.965 1.359 0.1 0.0 -0.1
C -4.940 4.844 0.298 0.1 0.0 0.0
C -3.708 4.896 -0.350 -0.1 -0.1 0.1
H 2.363 3.834 -0.048 0.0 0.0 0.0
H 2.178 3.205 1.584 0.0 0.1 0.0
H 0.407 4.987 1.059 0.2 0.0 0.2
H -0.225 3.420 1.555 0.0 0.1 0.0
H -2.534 4.019 -3.057 0.1 0.0 0.0
H -2.862 2.627 -5.046 0.0 0.0 0.0
H -1.449 0.622 -5.422 0.0 0.0 0.0
H 0.305 0.027 -3.764 0.0 0.1 0.0
H 0.616 1.378 -1.770 -0.3 0.1 -0.7
H 0.952 4.862 -2.940 0.0 0.0 0.0
H 1.678 6.978 -3.959 0.0 0.0 0.0
H 0.624 9.116 -3.285 0.0 0.0 0.0
H -1.136 9.127 -1.546 0.0 0.0 0.0
H -1.824 7.031 -0.465 0.0 0.0 0.0
H -2.077 2.517 1.451 -0.5 0.4 -0.4
H -4.244 2.437 2.591 0.0 0.0 -0.1
H -6.090 3.934 1.869 0.0 0.0 0.0
H -5.745 5.498 -0.020 0.0 0.0 0.0
H -3.575 5.592 -1.174 0.0 0.0 0.1
C -4.301 1.697 -2.529 -0.4 0.0 0.2
C -3.112 0.770 -2.344 -0.8 -0.8 0.5
N -3.432 -0.481 -1.628 -0.2 -0.1 0.2
C -4.548 -1.257 -2.197 0.2 0.1 0.0
C -5.879 -1.076 -1.482 0.0 0.1 0.1
C -2.645 -0.996 -0.658 0.0 0.2 -0.3
C -2.966 -2.379 -0.175 0.0 0.0 0.0
N -1.591 -0.385 -0.173 0.5 -0.3 0.0
H -3.945 2.619 -2.994 -0.6 -0.4 0.3
H -4.756 1.959 -1.573 0.0 0.0 0.1
H -5.068 1.269 -3.180 0.0 0.0 0.0
H -2.345 1.315 -1.813 -0.4 -0.4 0.1
H -2.684 0.508 -3.314 -0.7 -0.3 0.8
H -4.273 -2.307 -2.233 0.0 -0.1 0.0
H -4.641 -0.934 -3.233 0.0 0.0 0.0
H -5.823 -1.408 -0.443 0.0 0.0 -0.1
H -6.657 -1.660 -1.983 0.1 0.0 0.0
H -6.186 -0.029 -1.481 0.0 -0.1 0.0
H -2.591 -3.112 -0.895 0.0 0.0 0.0
H -4.033 -2.539 -0.038 0.0 0.0 0.0
H -2.462 -2.543 0.768 0.0 0.0 0.0
H -1.457 0.533 -0.576 -0.1 0.1 0.0
N 3.162 -0.503 -1.660 -0.1 0.1 0.1
C 2.428 -0.184 -0.714 0.5 -0.2 -0.3
H 3.806 0.233 -1.952 0.0 0.0 -0.1
O 1.744 -0.064 2.185 0.0 0.1 -0.2
N 1.708 -0.888 3.204 0.2 -0.2 0.3
C 2.006 -0.369 4.336 0.2 0.4 0.9
C 2.361 1.041 4.458 -0.2 -0.4 0.1
N 2.639 2.155 4.529 0.0 -0.2 -0.1
C 1.977 -1.247 5.494 0.1 0.4 -0.3
N 1.957 -1.939 6.411 0.0 0.1 -0.1
```
Forces are in eV/Å.



No. 5
Here is C7HNO3S as an isolated structure at a distorted geometry from the Open Molecules 2025 dataset. Energies are from ωB97M-V with the def2-TZVPD basis set.

Calculated values
- DFT total energy (hartree) = -945.64658
- 2S+1 = 1
- energy above the lowest of the compared OMol25 structures with the same formula, charge and spin (kJ/mol) = 0.00

XYZ file:
```
13
Properties=species:S:1:pos:R:3:forces:R:3
C 1.013 -2.791 -0.044 0.0 -0.6 -0.6
C -0.298 0.435 0.272 -0.4 0.6 0.2
C 1.211 -1.551 0.561 0.2 0.6 0.9
C 0.050 -0.692 1.210 0.6 0.3 -1.5
C 1.260 0.328 1.840 2.6 -0.3 -2.4
C 0.820 1.106 0.607 -0.4 -1.4 0.6
C 2.269 -0.787 0.803 -1.2 2.3 1.4
N 0.849 -3.820 -0.524 -0.1 -0.3 -0.1
O 3.526 0.133 -1.293 0.3 0.2 -0.9
O 0.279 -0.380 2.474 -0.9 -0.5 1.9
O 1.845 1.629 -0.040 0.1 0.3 0.0
S 3.279 0.534 0.054 -0.5 -1.1 0.9
H -1.051 0.503 -0.476 -0.2 -0.1 -0.4
```
Forces are in eV/Å.



No. 6
Here is a 2-piece molecular cluster, C8H15NO overall at a distorted geometry from the Open Molecules 2025 dataset. Energies are from ωB97M-V with the def2-TZVPD basis set.

Calculated values
- DFT total energy (hartree) = -443.61293
- 2S+1 = 1
- SMILES = CC#CC(C)(C)C.C=[NH+][O-]
- energy above the lowest of the compared OMol25 structures with the same formula, charge and spin (kJ/mol) = 599.26

XYZ file:
```
25
Properties=species:S:1:pos:R:3:forces:R:3
C 1.634 -0.281 -0.810 -1.3 0.1 0.4
C 0.479 -0.673 -0.695 1.7 0.9 0.9
C 0.574 3.106 2.199 -1.6 -2.9 1.6
C 2.921 0.501 -0.724 -3.7 1.9 -0.1
C -1.288 -1.255 0.996 0.6 -0.6 0.9
C -0.789 -2.611 -1.192 -1.7 1.5 1.2
C -1.823 -0.321 -1.236 -4.0 2.0 2.7
C -0.921 -1.170 -0.449 2.4 -1.9 -3.7
N 0.399 2.390 1.137 1.4 -1.2 -1.6
O 0.823 2.586 -0.087 -1.2 0.6 2.2
H 0.301 2.650 3.204 0.1 0.5 -1.7
H 0.936 4.063 2.216 1.0 2.1 -0.6
H 3.288 0.343 0.252 0.6 0.1 1.2
H 2.602 1.625 -0.862 0.9 -2.2 0.3
H 3.639 0.227 -1.413 1.4 -0.6 -1.6
H -1.396 -0.243 1.460 0.2 -0.8 -0.3
H -2.239 -1.801 1.168 0.5 0.3 -0.2
H -0.430 -1.831 1.435 -1.0 0.6 0.3
H -1.779 -3.140 -1.085 1.0 0.3 -0.4
H -0.057 -3.030 -0.518 0.5 -1.1 -0.7
H -0.504 -2.409 -2.262 -0.1 -0.6 1.3
H -1.750 0.663 -0.651 -0.7 -0.8 -1.1
H -2.916 -0.741 -1.091 1.8 0.9 -0.3
H -1.745 -0.054 -2.258 0.9 -0.4 -1.0
H 0.042 1.405 1.267 0.2 1.1 0.0
```
Forces are in eV/Å.